(1)
{"formula": "H4N4O", "method": "ωB97M-V/def2-TZVPD", "de_lowest_kcal_mol": 33.1, "orbital_gap_ev": [8.90, 8.90], "energy_ev": -8067.445, "smiles": "[H]/N=N/N=O.N", "species": ["H", "N", "N", "N", "O", "N", "H", "H", "H"], "coordinates": [[0.909, 0.613, 0.544], [1.891, 0.682, 0.534], [2.625, -0.169, 0.009], [3.583, -0.828, 0.135], [4.559, -1.248, -0.493], [-0.915, 0.167, -0.051], [-1.238, 1.107, -0.172], [-1.619, -0.496, 0.222], [-0.329, -0.169, -0.756]]}

---

(2)
{"formula": "C47H74CsGeN6SSi6", "method": "ωB97M-V/def2-TZVPD", "de_lowest_kcal_mol": 11.0, "orbital_gap_ev": [3.66, 5.24], "energy_ev": -174050.808, "spin_multiplicity": 2, "charge": -2, "species": ["Cs", "S", "N", "C", "C", "C", "C", "C", "N", "C", "C", "N", "C", "C", "C", "C", "C", "N", "H", "H", "H", "H", "H", "H", "C", "Si", "C", "C", "C", "C", "C", "C", "C", "Si", "C", "C", "H", "H", "H", "H", "H", "H", "H", "H", "H", "H", "H", "H", "H", "H", "H", "H", "C", "C", "C", "C", "N", "C", "C", "H", "H", "H", "H", "H", "H", "H", "C", "Si", "C", "C", "Ge", "Si", "C", "C", "C", "Si", "C", "C", "C", "H", "H", "H", "H", "H", "H", "H", "H", "H", "H", "H", "H", "H", "H", "H", "H", "H", "H", "H", "H", "H", "H", "H", "H", "H", "H", "H", "C", "C", "C", "C", "C", "N", "H", "H", "H", "H", "H", "H", "H", "H", "H", "C", "Si", "C", "C", "C", "C", "H", "H", "H", "H", "H", "H", "H", "H", "H"], "coordinates": [[-0.163, -1.231, -0.392], [-7.729, -5.064, 1.190], [-6.698, -5.085, -0.126], [-5.657, -4.309, 0.240], [-4.516, -4.027, -0.577], [-4.381, -4.554, -1.877], [-3.265, -4.265, -2.615], [-2.280, -3.438, -2.046], [-2.383, -2.926, -0.843], [-3.473, -3.201, -0.101], [-3.560, -2.631, 1.234], [-2.547, -1.845, 1.665], [-2.637, -1.323, 2.866], [-3.731, -1.525, 3.725], [-4.760, -2.320, 3.300], [-4.694, -2.908, 2.023], [-5.748, -3.754, 1.528], [-6.856, -4.073, 2.216], [-5.174, -5.187, -2.256], [-3.128, -4.665, -3.613], [-1.372, -3.200, -2.597], [-1.809, -0.697, 3.181], [-3.746, -1.045, 4.695], [-5.633, -2.511, 3.911], [0.945, -2.963, 3.536], [2.231, -1.610, 3.576], [3.740, -2.106, 2.592], [2.770, -1.015, 5.302], [3.318, -1.599, 6.448], [3.702, -0.807, 7.516], [3.548, 0.579, 7.458], [3.003, 1.173, 6.333], [2.607, 0.384, 5.249], [1.758, 0.697, 3.582], [2.676, 1.855, 2.433], [0.029, 1.348, 3.828], [1.317, -3.840, 4.074], [0.758, -3.266, 2.504], [-0.002, -2.659, 3.984], [4.193, -2.995, 3.042], [4.483, -1.306, 2.599], [3.473, -2.349, 1.561], [3.452, -2.675, 6.510], [4.130, -1.259, 8.404], [3.851, 1.188, 8.302], [2.878, 2.250, 6.303], [2.866, 2.812, 2.927], [2.052, 2.052, 1.557], [3.627, 1.445, 2.089], [0.091, 2.352, 4.260], [-0.555, 0.730, 4.511], [-0.500, 1.448, 2.877], [6.153, 2.868, -1.606], [4.886, 2.091, -1.381], [3.645, 2.711, -1.389], [2.503, 1.948, -1.178], [2.530, 0.636, -0.972], [3.720, 0.034, -0.968], [4.911, 0.718, -1.160], [5.970, 3.941, -1.557], [6.578, 2.644, -2.588], [6.908, 2.614, -0.861], [3.551, 3.780, -1.537], [1.522, 2.413, -1.148], [3.697, -1.040, -0.803], [5.849, 0.175, -1.131], [-2.683, 4.932, -2.619], [-1.899, 3.262, -2.175], [-3.119, 1.989, -2.859], [-0.371, 3.191, -3.297], [-1.313, 2.732, 0.089], [-0.462, 4.866, 0.778], [-1.454, 6.453, 0.464], [1.232, 5.216, 0.001], [-0.115, 4.892, 2.641], [-3.494, 2.713, 1.092], [-4.673, 4.166, 0.788], [-4.435, 1.167, 0.549], [-3.393, 2.577, 2.977], [-3.000, 4.894, -3.669], [-1.973, 5.753, -2.516], [-3.553, 5.168, -2.007], [-3.254, 2.151, -3.935], [-4.096, 2.085, -2.383], [-2.774, 0.967, -2.696], [-0.659, 3.360, -4.342], [0.125, 2.224, -3.222], [0.357, 3.961, -3.028], [-1.485, 6.706, -0.596], [-0.970, 7.282, 0.995], [-2.484, 6.378, 0.811], [1.191, 5.207, -1.091], [1.954, 4.460, 0.314], [1.604, 6.195, 0.321], [-1.021, 4.763, 3.235], [0.345, 5.847, 2.918], [0.574, 4.090, 2.910], [-4.853, 4.339, -0.274], [-4.289, 5.093, 1.217], [-5.636, 3.947, 1.266], [-4.877, 1.282, -0.442], [-5.247, 0.957, 1.254], [-3.783, 0.292, 0.525], [-2.774, 3.352, 3.431], [-2.977, 1.610, 3.269], [-4.401, 2.644, 3.400], [0.493, -0.555, -6.499], [-0.821, -0.698, -5.724], [-1.400, -2.107, -5.894], [-1.832, 0.359, -6.174], [-0.533, -0.498, -4.293], [-0.310, -0.367, -3.176], [0.298, -0.715, -7.561], [1.226, -1.289, -6.163], [0.916, 0.440, -6.366], [-1.636, -2.270, -6.947], [-2.312, -2.228, -5.308], [-0.685, -2.865, -5.575], [-2.026, 0.228, -7.241], [-1.448, 1.365, -6.004], [-2.770, 0.260, -5.630], [3.423, -6.001, -3.181], [4.079, -5.244, -1.588], [4.296, -6.629, -0.334], [5.785, -4.536, -1.954], [2.974, -3.977, -0.969], [2.231, -3.103, -0.500], [4.093, -6.785, -3.550], [3.324, -5.238, -3.954], [2.436, -6.438, -3.017], [4.974, -7.402, -0.712], [3.334, -7.092, -0.106], [4.702, -6.237, 0.600], [6.464, -5.306, -2.334], [6.221, -4.109, -1.048], [5.717, -3.739, -2.696]]}

---

(3)
{"formula": "C5H14", "method": "ωB97M-V/def2-TZVPD", "de_lowest_kcal_mol": 11.8, "orbital_gap_ev": 12.37, "energy_ev": -5411.539, "smiles": "CCC.CC", "species": ["C", "C", "C", "H", "H", "H", "H", "H", "H", "H", "H", "C", "C", "H", "H", "H", "H", "H", "H"], "coordinates": [[1.102, -0.664, 0.745], [0.196, -1.158, 1.861], [-0.351, -2.562, 1.637], [0.568, -0.469, -0.196], [1.872, -1.313, 0.300], [1.639, 0.254, 0.961], [0.733, -1.040, 2.803], [-0.594, -0.411, 1.857], [0.249, -3.338, 2.111], [-1.400, -2.598, 1.914], [-0.279, -2.808, 0.616], [0.149, 2.437, -1.788], [-1.159, 1.624, -1.770], [0.945, 1.887, -1.289], [0.519, 2.536, -2.813], [0.050, 3.458, -1.418], [-1.937, 2.129, -2.338], [-1.419, 1.260, -0.784], [-0.883, 0.778, -2.408]]}

---

Please write out number 1 again, unchanged.
{"formula": "H4N4O", "method": "ωB97M-V/def2-TZVPD", "de_lowest_kcal_mol": 33.1, "orbital_gap_ev": [8.90, 8.90], "energy_ev": -8067.445, "smiles": "[H]/N=N/N=O.N", "species": ["H", "N", "N", "N", "O", "N", "H", "H", "H"], "coordinates": [[0.909, 0.613, 0.544], [1.891, 0.682, 0.534], [2.625, -0.169, 0.009], [3.583, -0.828, 0.135], [4.559, -1.248, -0.493], [-0.915, 0.167, -0.051], [-1.238, 1.107, -0.172], [-1.619, -0.496, 0.222], [-0.329, -0.169, -0.756]]}